No. 1
This record from the Open Molecules 2025 dataset describes C29H39N3NaNbOSi as an isolated structure. The level of theory is ωB97M-V/def2-TZVPD.

Structure (XYZ):
```
75
Properties=species:S:1:pos:R:3:forces:R:3:mulliken_charge:R:1
N -1.9281 -0.6902 -0.8783 -0.4672 -4.0944 -4.6247 -0.61
C -2.2419 -1.7886 -1.6111 -7.4032 0.4952 8.2614 0.86
O -3.2438 -2.5765 -1.2533 6.4643 2.7470 -4.6829 -0.62
Na -3.4833 -1.4621 0.6397 -0.6395 -0.5086 -0.1147 0.82
Nb -0.2388 0.1169 -0.7701 2.3768 2.8487 -3.9735 -0.77
N -0.4306 1.9804 -1.6283 0.7485 -2.3904 1.7297 0.08
N 0.9163 -0.8949 -2.1961 -0.7009 1.0094 2.7991 1.66
C -0.7858 2.3395 -3.0116 0.4420 -0.1612 -0.8695 1.40
C 0.6144 -2.1741 -2.9036 0.4451 0.8148 1.1121 0.45
C -0.8716 3.8625 -3.1486 -0.3896 0.2722 -0.2922 -2.03
C 0.3827 1.8095 -3.9018 -0.2044 -0.0021 0.0056 -1.39
C -2.1604 1.7693 -3.4182 -0.3090 0.4458 -0.1175 -1.27
C 0.3337 -3.2192 -1.8500 0.2834 -0.6238 -0.4742 -1.40
C 1.7781 -2.6473 -3.7695 0.7035 -0.0007 -0.7894 -1.67
C -0.5858 -1.9988 -3.7845 1.4801 -0.5976 -0.7502 -1.01
H -1.5133 4.2676 -2.3537 0.1644 0.0367 -0.1877 0.47
H -1.3586 4.1003 -4.1156 0.3939 -0.0584 0.5147 0.46
H 0.1123 4.3510 -3.1210 -0.3727 -0.1266 -0.0706 0.41
H 1.3311 2.3188 -3.6046 -0.7346 -0.2394 -0.5420 0.36
H 0.1531 1.9790 -4.9764 0.3460 -0.0761 0.6881 0.47
H 0.5338 0.7311 -3.6922 -0.1708 0.6436 -0.4580 0.26
H -2.2041 0.6524 -3.3591 -0.0262 0.8663 -0.1296 0.10
H -2.3379 2.1157 -4.4810 0.0126 -0.6929 1.1767 0.46
H -2.9684 2.2327 -2.7660 0.9169 -0.7025 -0.7614 0.31
H 1.1755 -3.3612 -1.1754 -0.0008 -0.0032 0.0698 0.27
H 0.1123 -4.1506 -2.3556 -0.0383 -0.4667 0.1312 0.51
H -0.5454 -2.9519 -1.2738 -0.2036 -0.0168 0.3721 0.27
H 2.6879 -2.9514 -3.2278 -0.5130 0.2101 0.0912 0.38
H 2.0891 -1.9218 -4.5388 -0.2498 -0.0499 0.3552 0.40
H 1.4380 -3.5248 -4.3173 0.0763 -0.1114 0.0092 0.47
H -0.6665 -2.9137 -4.3548 -0.6162 -0.2224 -0.1855 0.59
H -0.4580 -1.1727 -4.4662 -0.3792 0.4440 -0.0840 0.34
H -1.5085 -1.8993 -3.2057 -1.0633 0.2013 0.4785 -0.03
C 0.6549 2.8058 -1.0650 0.3580 0.2118 0.3686 -0.63
H 0.8302 2.5975 -0.0010 -0.2417 -0.1407 0.0386 -0.25
H 1.6453 2.6826 -1.5573 -0.6715 0.1483 -0.0716 0.33
H 0.3600 3.8723 -1.0914 0.2331 -0.5803 0.1576 0.48
C 2.3379 -0.5619 -1.9095 -0.7938 -0.2819 -0.4634 -1.43
H 2.4126 0.2475 -1.1780 -0.0583 0.1906 0.3353 0.38
H 2.8973 -1.4104 -1.5227 0.0549 -0.0146 0.1135 0.46
H 2.8087 -0.1864 -2.8109 0.1965 0.0718 -0.1944 0.29
C 0.0823 4.2586 3.8209 0.7852 0.9177 -0.5225 -0.58
C 1.1490 3.8173 3.0286 -0.3211 -1.4779 -0.1004 -0.83
C 1.0892 2.5068 2.5122 0.8548 0.6985 -0.5489 -0.56
C -0.0013 1.6667 2.7162 -0.9372 0.4631 0.1142 0.58
C -1.0438 2.1319 3.5278 -0.5617 0.8789 0.3180 -0.21
C -1.0112 3.4432 4.0524 -0.0698 -0.5827 0.2357 -0.74
Si -0.0384 0.0088 1.8824 1.1684 0.1065 1.2743 1.98
C 1.4982 -0.7955 2.5557 1.2654 -0.8768 0.3472 -0.16
C 2.3885 -1.5600 1.7757 -0.3262 0.0059 -0.5850 0.34
C 3.5847 -2.0905 2.2961 -0.5168 0.1492 -0.6881 -0.74
C 3.9070 -1.8989 3.6416 -0.9287 0.1054 -1.3472 -0.55
C 3.0265 -1.1937 4.4506 -0.0356 0.1031 -0.0643 -0.77
C 1.8622 -0.6428 3.9191 -0.8698 0.4901 0.4045 0.10
C -1.5167 -0.9785 2.4884 -0.8007 0.3690 -0.6888 0.76
C -1.3247 -2.3443 2.7303 -0.3054 -0.1943 0.6662 -0.20
C -2.3835 -3.1854 3.1069 0.8008 0.0810 -0.2319 -0.67
C -3.6555 -2.6475 3.2365 -1.1568 0.4960 0.8100 -0.48
C -3.8979 -1.2624 3.0565 1.1947 0.6018 -0.5508 -1.03
C -2.8102 -0.4108 2.6060 -1.2322 -1.7626 0.1448 -0.85
H 0.1421 5.2966 4.1899 -0.2958 -0.7175 -0.0101 0.37
H 2.0271 4.4160 2.8104 -0.2152 0.1061 0.1849 0.46
H 1.9237 2.1251 1.8839 -0.4250 0.3933 0.5425 0.47
H -1.9249 1.5162 3.7656 0.6116 0.3351 -0.1622 0.51
H -1.8207 3.8355 4.6769 0.2237 -0.3662 -0.2763 0.43
H 2.0937 -1.7417 0.7012 0.5951 0.0903 1.0482 -0.27
H 4.2394 -2.6328 1.5985 -0.2050 0.1901 0.5987 0.41
H 4.8149 -2.3140 3.9913 0.7104 -0.2349 0.5625 0.46
H 3.2840 -1.0631 5.4971 -0.2240 0.0771 -0.0940 0.43
H 1.1878 -0.0781 4.6126 0.6883 -0.4635 -0.7331 0.32
H -0.3103 -2.7336 2.7005 -0.1362 -0.0778 -0.1064 0.43
H -2.1700 -4.2454 3.3194 -0.3243 0.6158 -0.2001 0.48
H -4.4891 -3.2993 3.5648 0.5794 0.5118 -0.2758 0.41
H -4.9012 -0.8179 3.1830 0.5885 -0.4552 -0.0376 0.43
H -3.0754 0.5388 2.1070 0.3724 -0.0716 1.0004 0.67
```
Positions in Å, forces in eV/Å.

Results
spin multiplicity	1
E	-1876.06566	a.u.
net charge	+2
LUMO level	-9.533	eV


No. 2
This record from the Open Molecules 2025 dataset describes C29H39N6O5STi as an isolated structure. The level of theory is ωB97M-V/def2-TZVPD.

Structure (XYZ):
```
81
Properties=species:S:1:pos:R:3:forces:R:3:mulliken_charge:R:1
Ti -0.0786 -0.2191 0.2433 0.0233 -0.0001 -0.0862 0.22
O 4.2994 -1.5225 -1.0686 0.0024 -0.0026 -0.0188 -0.50
C 3.2567 -1.7460 -0.2452 -0.0266 -0.0263 0.0337 0.82
O 2.6193 -2.7590 -0.2338 0.0051 0.0156 -0.0025 -0.54
C 3.0668 -0.5557 0.6754 0.0411 -0.0054 -0.0102 -0.48
O 1.8644 -0.5817 1.3988 -0.0427 -0.0203 -0.0216 0.34
C 1.7211 -1.6759 2.3207 0.0188 0.0512 -0.0105 -0.51
C 0.5328 -2.5691 1.9650 0.0352 -0.0602 0.0602 0.40
O 0.4299 -3.6210 2.5819 -0.0129 -0.0227 -0.0036 -0.81
O -0.2936 -2.0854 1.1183 0.0025 0.0257 -0.0004 -0.62
H 4.2663 -2.1987 -1.7636 0.0064 0.0073 -0.0005 0.42
H 3.0541 0.3412 0.0637 -0.0135 0.0067 0.0109 -0.33
H 3.9285 -0.5056 1.3531 -0.0051 0.0055 -0.0004 0.39
H 1.5352 -1.2488 3.3091 0.0038 -0.0042 0.0029 0.40
H 2.6274 -2.2770 2.3475 0.0015 -0.0088 0.0055 0.53
N -1.3638 2.4117 3.5963 0.0171 0.0416 -0.0471 0.02
C -1.5063 1.3245 4.4389 0.0017 -0.0531 0.0243 0.31
C -1.9210 1.2321 5.7521 0.0037 0.0057 -0.0102 -1.19
C -1.9918 -0.0425 6.3131 -0.0046 0.0211 0.0099 -0.49
C -1.6633 -1.1637 5.5586 0.0027 -0.0248 -0.0124 -1.13
C -1.2445 -1.0672 4.2342 -0.0018 0.0006 0.0155 0.05
C -1.1439 0.2004 3.6620 -0.0143 -0.0014 -0.0290 0.12
N -0.7778 0.5976 2.3883 -0.0263 0.0456 0.0302 0.89
C -0.9420 1.9411 2.3679 0.0144 -0.0069 0.0532 -0.46
C -0.8039 2.7153 1.2175 0.0101 0.0039 -0.0257 -1.11
C -1.1148 4.0700 0.9581 -0.0231 -0.0664 0.0163 -0.44
S -0.8485 4.3889 -0.7368 0.0111 0.0346 0.0008 -0.34
C -0.4353 2.7278 -0.9754 0.0262 -0.0682 -0.0390 -0.40
N -0.4373 1.9980 0.0861 -0.0207 0.0433 0.0422 0.77
H -1.5532 3.3715 3.8136 -0.0168 0.0011 -0.0071 0.23
H -2.1885 2.1147 6.3209 -0.0023 -0.0051 0.0071 0.40
H -2.3124 -0.1586 7.3407 -0.0011 0.0031 0.0000 0.37
H -1.7373 -2.1462 6.0081 -0.0004 0.0000 0.0000 0.44
H -1.0185 -1.9636 3.6743 0.0100 0.0020 -0.0169 0.32
H -1.2170 4.8782 1.6617 0.0153 0.0203 0.0029 0.39
H -0.1907 2.3143 -1.9409 -0.0153 0.0325 -0.0138 0.45
N -3.8194 2.0164 0.1886 -0.0083 0.0270 0.0502 -0.42
C -4.2727 1.2096 1.3304 0.0054 0.0206 -0.0255 0.07
C -4.4701 -0.2531 0.9344 -0.0223 -0.0090 -0.0208 -1.07
C -3.1606 -1.0177 0.7794 0.0128 0.0086 0.0314 -0.30
N -2.2655 -0.4472 -0.2542 0.0280 -0.0244 0.0097 -0.20
H -3.2776 2.8199 0.4930 0.0024 0.0058 -0.0207 0.14
H -4.6018 2.3532 -0.3568 -0.0120 -0.0076 -0.0038 0.22
H -5.1972 1.5984 1.7752 -0.0005 0.0054 -0.0064 0.42
H -3.5048 1.2638 2.1056 0.0023 -0.0088 0.0076 -0.25
H -5.0538 -0.2981 0.0070 -0.0024 0.0052 0.0010 0.30
H -5.0624 -0.7509 1.7078 0.0125 -0.0123 0.0010 0.49
H -3.3503 -2.0641 0.5397 -0.0112 -0.0015 0.0006 0.45
H -2.6394 -1.0146 1.7362 0.0211 -0.0016 -0.0018 -0.09
H -2.6242 0.4644 -0.5394 0.0071 0.0002 0.0107 0.41
H -2.2476 -1.0502 -1.0676 -0.0210 0.0132 -0.0451 0.21
C 4.1000 2.0082 -1.7556 0.0238 -0.0128 0.0062 -1.76
C 2.6658 1.7003 -2.1960 0.0089 -0.0035 0.0029 1.32
C 2.1782 2.8179 -3.1259 -0.0064 -0.0160 -0.0115 -1.83
C 2.5079 0.3545 -2.8761 0.0002 0.0322 0.0337 1.19
C 3.3810 0.0229 -3.9013 -0.0055 -0.0197 -0.0027 -0.31
C 3.2494 -1.1537 -4.6220 0.0054 0.0026 -0.0012 -1.70
C 2.1559 -1.9649 -4.3424 0.0016 0.0026 0.0135 -0.78
C 1.2464 -1.6707 -3.3372 -0.0209 -0.0238 0.0181 0.87
C 0.0145 -2.5533 -3.2337 -0.0017 -0.0079 -0.0073 0.38
C -1.2504 -1.7205 -3.4715 -0.0104 0.0162 -0.0005 -1.42
C -0.0822 -3.3973 -1.9642 0.0043 -0.0123 0.0278 -1.33
C 1.4477 -0.5297 -2.4927 0.0168 0.0131 -0.0629 -0.99
N 0.6896 -0.3098 -1.3888 -0.0629 -0.0261 0.0812 0.88
H 4.1274 2.9092 -1.1369 -0.0097 0.0030 -0.0030 0.40
H 4.7478 2.1868 -2.6177 -0.0068 0.0001 -0.0041 0.43
H 4.5395 1.1843 -1.1923 0.0003 0.0038 -0.0027 0.35
H 2.0236 1.6812 -1.3120 -0.0020 0.0113 -0.0046 -0.56
H 2.8525 2.9107 -3.9820 0.0031 0.0034 0.0016 0.40
H 2.1405 3.7824 -2.6115 0.0009 -0.0004 0.0067 0.40
H 1.1874 2.5964 -3.5255 -0.0053 0.0065 0.0003 0.44
H 4.1912 0.7040 -4.1427 0.0030 0.0007 -0.0040 0.29
H 3.9453 -1.4093 -5.4118 0.0028 0.0065 0.0002 0.32
H 1.9878 -2.8566 -4.9397 0.0040 -0.0006 -0.0035 0.35
H 0.0868 -3.2582 -4.0704 0.0068 0.0061 -0.0047 0.56
H -1.2545 -0.8575 -2.8047 0.0051 0.0003 -0.0007 0.03
H -2.1535 -2.3155 -3.3011 0.0069 -0.0090 -0.0016 0.41
H -1.2791 -1.3448 -4.4970 -0.0008 -0.0029 -0.0007 0.39
H -0.1996 -2.7913 -1.0702 -0.0040 0.0055 -0.0104 0.14
H 0.8185 -3.9966 -1.8247 0.0077 0.0060 -0.0096 0.27
H -0.9363 -4.0790 -2.0367 -0.0038 0.0032 -0.0043 0.53
```
Positions in Å, forces in eV/Å.

Results
spin multiplicity	3
energy above the lowest of the compared OMol25 structures with the same formula, charge and spin	0.000	eV
E	-3081.07374	a.u.
net charge	-1
LUMO level (spin up / spin down)	2.420 / 2.376	eV


No. 3
This record from the Open Molecules 2025 dataset describes C29H39N7NaO6PS3 as an isolated structure. The level of theory is ωB97M-V/def2-TZVPD.

Structure (XYZ):
```
86
Properties=species:S:1:pos:R:3:forces:R:3:mulliken_charge:R:1
Na 0.6716 -0.0227 0.6877 0.6255 -0.2325 0.4617 0.43
C 4.4648 0.7534 3.4664 0.1556 -0.0226 0.0398 -1.72
C 3.4675 0.6891 2.3505 0.0013 0.0510 -0.4543 0.05
N 2.3835 0.0016 2.4047 0.0349 0.0681 0.2206 1.10
N 2.2354 -0.8459 3.4479 -0.3477 0.1735 -0.2445 -1.40
C 0.9864 -1.0693 3.8177 0.1414 0.1440 0.1650 0.11
N 0.8571 -2.2365 4.5540 -0.2131 0.0218 0.0290 -0.53
S -0.3957 -0.0476 3.6361 0.3590 -0.3331 -0.1708 -0.34
C 3.7218 1.4452 1.0947 -0.1234 -0.1455 0.2604 0.74
C 4.8648 2.2406 0.9604 0.0581 0.1281 -0.0633 -0.74
C 5.0608 2.9630 -0.2026 0.0612 -0.0280 0.0832 -0.61
C 4.1180 2.8877 -1.2145 -0.0378 0.0142 0.0045 -1.07
C 3.0257 2.0581 -1.0063 -0.0979 -0.0649 0.1360 -0.57
N 2.8389 1.3420 0.0929 0.0916 -0.0826 -0.0560 0.76
H 4.0196 0.3323 4.3634 -0.0383 -0.0126 -0.0001 0.43
H 4.7608 1.7875 3.6606 -0.0092 -0.0253 0.0410 0.37
H 5.3716 0.1785 3.2416 -0.0306 0.0355 -0.0241 0.27
H 1.4899 -2.9559 4.2263 0.0044 -0.0333 -0.0031 0.33
H -0.1061 -2.5240 4.6289 0.0295 -0.0333 0.0042 0.29
H 5.5825 2.2957 1.7664 0.0055 0.0209 -0.0326 0.34
H 5.9408 3.5867 -0.3122 0.0053 0.0078 -0.0025 0.37
H 4.2169 3.4509 -2.1334 0.0031 -0.0028 -0.0024 0.42
H 2.2500 1.9629 -1.7634 0.0379 -0.0323 0.0269 0.55
S 2.5612 -4.0868 1.3892 -0.2434 0.0609 -0.0791 -0.39
C 0.8721 -3.9508 1.2932 -0.2846 0.1171 -0.0850 -0.03
N 0.1037 -2.9033 1.0809 0.2617 -0.1085 0.0789 0.32
C -1.2449 -3.2155 1.0808 0.1925 0.2874 0.0083 -1.34
C -2.2683 -2.2802 0.9022 -0.1032 0.0649 -0.0193 -0.31
C -3.5869 -2.7090 0.9018 0.1188 -0.0232 0.0054 -0.82
C -3.9078 -4.0589 1.0793 0.1236 0.0085 0.0029 -0.53
C -2.8995 -4.9957 1.2691 -0.0063 0.0619 0.0073 -0.41
C -1.5753 -4.5663 1.2717 -0.0891 -0.0571 0.0080 1.11
S -0.1041 -5.4529 1.4900 0.0945 -0.2181 0.0215 -0.39
H -2.0190 -1.2312 0.7760 -0.0226 -0.0902 0.0076 0.74
H -4.3791 -1.9804 0.7716 0.0026 -0.0083 -0.0001 0.39
H -4.9449 -4.3748 1.0785 0.0117 -0.0044 0.0027 0.34
H -3.1399 -6.0419 1.4216 0.0066 0.0096 -0.0076 0.37
C -1.8556 0.8183 -4.2027 -0.0273 0.0963 -0.0823 -1.47
C -1.7880 -0.1051 -3.0091 0.0671 -0.0390 -0.0020 0.96
O -0.7194 -1.0387 -3.2252 -0.0326 0.0366 -0.0128 -0.41
P 0.0382 -1.6128 -1.8658 -0.0910 0.1411 -0.2538 0.32
O 0.6700 -2.9345 -2.5746 0.1270 -0.0650 0.0370 -0.26
C 0.0528 -4.2003 -2.3186 -0.1404 0.0972 0.1063 0.20
C 1.1220 -5.2563 -2.2012 0.1281 -0.0782 -0.0373 -1.28
O 1.3907 -0.6984 -1.8089 -0.1539 -0.1668 -0.0274 -0.09
C 2.5880 -0.9351 -2.5617 -0.1601 -0.0105 0.1284 -0.41
C 2.4460 -0.4783 -3.9987 0.0491 0.0278 -0.0852 -1.18
H -2.6514 1.5569 -4.0672 0.0249 -0.0367 -0.0111 0.40
H -2.0519 0.2583 -5.1203 0.0137 0.0127 0.0235 0.38
H -0.9089 1.3495 -4.3225 -0.0289 -0.0105 0.0185 0.25
H -2.7263 -0.6571 -2.8933 -0.0086 -0.0359 -0.0275 0.27
H -1.6335 0.4612 -2.0894 0.0467 -0.0249 0.0295 -0.70
H -0.6258 -4.4175 -3.1483 -0.0380 -0.0158 -0.0288 0.29
H -0.5446 -4.1447 -1.4018 0.0458 -0.0183 -0.0071 -0.04
H 1.7011 -5.3033 -3.1286 -0.0069 -0.0223 0.0512 0.33
H 0.6606 -6.2314 -2.0247 0.0251 0.0293 0.0070 0.39
H 1.7968 -5.0365 -1.3704 -0.0683 0.0083 -0.0030 0.20
H 2.8330 -1.9940 -2.5024 0.0172 -0.0406 -0.0426 0.38
H 3.3657 -0.3775 -2.0442 0.0297 0.0370 0.0186 0.45
H 1.6378 -1.0095 -4.5024 0.0305 -0.0138 0.0398 0.26
H 3.3821 -0.6668 -4.5334 -0.0282 0.0222 -0.0029 0.41
H 2.2318 0.5925 -4.0456 0.0012 -0.0344 0.0187 0.24
C -3.4934 4.6070 -1.0365 -0.0231 0.0037 -0.0053 -1.38
C -2.3066 3.6786 -0.7995 -0.0015 -0.0517 0.0013 -0.74
C -2.2612 2.9700 0.5843 0.0753 0.0796 0.1014 2.77
C -3.5300 2.1533 0.8286 -0.0207 -0.0819 0.0336 -1.15
C -3.5218 1.3914 2.1519 0.0196 0.0310 -0.0130 -1.07
C -2.1035 4.0456 1.6442 -0.1035 -0.0499 -0.0431 -0.37
O -3.0516 4.6921 2.0689 0.0426 0.0488 0.0747 -0.73
N -0.8293 4.2873 2.0362 -0.1090 0.0175 -0.0678 0.07
C 0.3423 3.6309 1.5519 -0.0873 -0.2401 -0.0985 -0.16
O 1.4040 4.1660 1.8192 0.0722 -0.0116 0.0143 -0.76
N 0.1870 2.4741 0.8672 -0.1963 0.3565 0.0221 0.22
C -1.0255 2.0595 0.5146 -0.0552 -0.2647 -0.1433 -0.97
O -1.1983 0.9263 0.0081 -0.2457 0.4967 -0.0584 0.52
H -3.3804 5.1160 -1.9973 0.0050 -0.0111 0.0076 0.43
H -3.5766 5.3600 -0.2525 0.0207 -0.0087 -0.0063 0.30
H -4.4355 4.0567 -1.0639 0.0256 -0.0041 -0.0014 0.30
H -1.3720 4.2307 -0.9326 0.0105 0.0168 0.0152 0.44
H -2.3032 2.8811 -1.5485 -0.0019 0.0010 -0.0056 -0.01
H -3.6134 1.4466 0.0004 -0.0221 0.0038 -0.0179 0.35
H -4.3877 2.8263 0.7930 -0.0131 0.0107 0.0288 0.45
H -2.6445 0.7486 2.2433 -0.0237 0.0219 -0.0127 -0.07
H -4.4044 0.7524 2.2353 -0.0063 0.0295 -0.0096 0.41
H -3.5287 2.0800 3.0000 0.0196 -0.0088 -0.0183 0.31
H -0.6709 5.0550 2.6706 0.0177 0.0029 -0.0227 0.31
```
Positions in Å, forces in eV/Å.

Results
spin multiplicity	1
energy above the lowest of the compared OMol25 structures with the same formula, charge and spin	0.000	eV
E	-3661.72879	a.u.
net charge	-2
LUMO level	3.718	eV